ORCA calculation (ωB97M-V with the def2-TZVPD basis set) on C4H5FN2 as an isolated structure in a non-equilibrium geometry.

```
12
Properties=species:S:1:pos:R:3:forces:R:3
C -1.4931 -0.3577 0.8833 -0.09 -0.05 -0.10
C -0.2547 0.2202 1.2701 0.02 0.08 0.06
C -1.3976 -0.7363 -0.4272 -0.56 -0.24 0.05
C 0.5005 0.1618 0.1531 5.36 1.12 -1.38
N -0.1498 -0.4200 -0.8725 0.04 -0.03 -0.34
N 2.3363 0.6045 -0.2194 -4.29 -1.57 1.73
F 2.2924 1.9608 -0.4962 0.02 0.44 -0.39
H -2.3490 -0.4762 1.5157 -0.22 -0.05 0.09
H 0.0087 0.6218 2.2253 0.14 0.06 0.18
H -2.1051 -1.2120 -1.0758 -0.18 -0.06 -0.09
H 0.1912 -0.5299 -1.8147 -0.08 0.03 0.25
H 2.4201 0.1630 -1.1417 -0.18 0.27 -0.08
```
Forces are in eV/Å.

Summary:
ΔE to the lowest compared entry with this formula, charge and spin, kcal/mol: 101.11
HOMO-LUMO gap, eV: 9.57
Highest occupied orbital energy, eV: -8.79
Total charge: 0

Charges in e, computed with natural (NBO), in the same order as the atoms: C -0.286; C -0.359; C -0.079; C 0.307; N -0.555; N -0.176; F -0.261; H 0.226; H 0.242; H 0.213; H 0.420; H 0.308


ORCA calculation (ωB97M-V with the def2-TZVPD basis set) on a 2-piece molecular cluster, C4H5FN2 overall in a non-equilibrium geometry.

```
12
Properties=species:S:1:pos:R:3:forces:R:3
C 1.6226 -2.9028 -2.0918 -0.95 -1.01 0.12
C -0.1411 0.4512 0.3007 -2.16 1.23 0.24
C 0.5193 -0.5811 -0.1591 -0.63 1.70 0.35
C -1.3069 2.3010 1.2758 -3.98 0.80 2.42
N 0.8166 -3.6402 -2.4329 0.04 0.04 -0.47
N -1.1243 1.1034 0.6590 1.81 -3.91 -1.62
F 0.7590 -1.5430 0.6859 0.81 -2.31 1.70
H 2.2601 -2.3142 -1.5215 1.03 0.77 0.29
H 0.9662 -0.6974 -1.0820 0.58 0.21 -1.74
H -0.6051 3.0022 1.0442 2.00 2.15 -0.49
H -1.4328 2.2180 2.4063 0.39 -0.13 -1.36
H -2.3336 2.6029 0.9154 1.07 0.46 0.56
```
Forces are in eV/Å.

Summary:
ΔE to the lowest compared entry with this formula, charge and spin, kcal/mol: 93.23
HOMO-LUMO gap, eV: 9.28
SMILES: CN=C=CF.C#N
Highest occupied orbital energy, eV: -8.53
Total charge: 0

Charges in e, computed with natural (NBO), in the same order as the atoms: C 0.059; C 0.294; C 0.041; C -0.427; N -0.282; N -0.379; F -0.318; H 0.221; H 0.169; H 0.194; H 0.220; H 0.208


ORCA calculation (ωB97M-V with the def2-TZVPD basis set) on an isolated ion of composition C4H5FN3 and charge +1 in a non-equilibrium geometry.

```
13
Properties=species:S:1:pos:R:3:forces:R:3
C 1.3316 0.6682 -0.1541 -0.45 0.55 -0.50
C 1.2740 -0.6304 0.1254 2.26 -3.79 -0.37
C 2.6731 0.0367 0.0111 -3.59 -1.00 0.06
C -2.4899 -0.2037 0.1565 -1.88 -1.77 -2.38
N 0.4845 1.6386 -0.4333 5.41 1.93 -0.20
N -0.6578 1.2487 -0.4120 -6.75 -0.79 0.16
N -1.2456 0.1982 -0.4984 0.85 -0.54 1.46
F 0.8014 -1.8755 0.1484 0.30 2.64 -0.05
H 3.3392 -0.1805 -0.7617 0.84 -0.15 -1.56
H 3.0824 0.0203 0.9541 1.32 0.71 2.25
H -2.6783 -1.3469 -0.1419 0.40 2.81 0.81
H -3.3115 0.4388 -0.1965 0.12 -0.43 -0.64
H -2.6031 -0.0126 1.2023 1.18 -0.18 0.95
```
Forces are in eV/Å.

Summary:
HOMO-LUMO gap (alpha / beta), eV: 8.61 / 7.62
⟨S²⟩: 2.023
Highest occupied orbital energy (alpha / beta), eV: -14.02 / -15.94
2S+1: 3
Total charge: +1

Charges in e, computed with natural (NBO), in the same order as the atoms: C 0.178; C 0.551; C -0.419; C -0.489; N -0.168; N 0.241; N -0.017; F -0.206; H 0.271; H 0.265; H 0.271; H 0.259; H 0.262


ORCA calculation (ωB97M-V with the def2-TZVPD basis set) on one molecule with the formula C4H5FO in a non-equilibrium geometry.

```
11
Properties=species:S:1:pos:R:3:forces:R:3
C 1.2483 -0.6156 0.0894 0.91 -0.81 -1.34
C 0.5800 0.6791 -0.0088 -2.80 0.92 1.35
C -0.7914 0.8862 0.0089 4.07 0.14 -0.59
C -1.7103 -0.1709 -0.0834 -0.56 -3.33 0.04
H 0.9847 -1.3428 -0.6797 -0.56 0.18 -0.07
H 1.1532 -1.1514 1.0164 -0.25 0.09 0.71
H 1.2492 1.5328 0.1427 -0.24 -0.20 -0.50
H -1.1590 1.8633 -0.1005 -0.38 1.25 0.18
H -2.7601 0.0717 -0.2235 -0.47 0.27 -0.07
O -1.4012 -1.3685 -0.0205 -0.23 1.39 0.01
F 2.6067 -0.3839 -0.1408 0.52 0.10 0.29
```
Forces are in eV/Å.

Summary:
ΔE to the lowest compared entry with this formula, charge and spin, kcal/mol: 11.47
HOMO-LUMO gap, eV: 9.74
SMILES: O=C/C=C\CF
Highest occupied orbital energy, eV: -10.21
Total charge: 0

Charges in e, computed with natural (NBO), in the same order as the atoms: C -0.025; C -0.064; C -0.343; C 0.359; H 0.214; H 0.209; H 0.228; H 0.217; H 0.127; O -0.544; F -0.377


ORCA calculation (ωB97M-V with the def2-TZVPD basis set) on one molecule with the formula C4H5FO in a non-equilibrium geometry.

```
11
Properties=species:S:1:pos:R:3:forces:R:3
C 0.1969 0.5553 -1.4001 -0.26 0.51 1.97
C -0.2015 0.0389 0.1727 -0.51 -5.51 -5.06
C -0.4222 -1.3581 0.3591 -1.38 0.11 -1.77
C 0.0986 0.7626 1.3269 4.05 0.75 6.00
H 1.3571 0.2462 -1.5416 -2.87 1.27 0.10
H -0.5148 0.1388 -2.3000 1.78 1.21 2.58
H -0.7520 -2.1019 -0.5648 1.41 2.37 2.02
H -0.4840 -2.0479 1.3020 0.16 2.28 -1.33
H -0.4846 0.3636 2.2980 0.47 1.19 -1.94
O 1.1815 1.3486 1.5911 -3.43 -0.82 -1.52
F 0.0252 2.0540 -1.2433 0.59 -3.36 -1.04
```
Forces are in eV/Å.

Summary:
ΔE to the lowest compared entry with this formula, charge and spin, kcal/mol: 74.42
HOMO-LUMO gap, eV: 9.52
SMILES: C=C(C=O)CF
Highest occupied orbital energy, eV: -10.09
Total charge: 0

Charges in e, computed with natural (NBO), in the same order as the atoms: C 0.019; C -0.160; C -0.336; C 0.357; H 0.216; H 0.216; H 0.213; H 0.232; H 0.128; O -0.493; F -0.392


ORCA calculation (ωB97M-V with the def2-TZVPD basis set) on C4H5FO as an isolated structure in a non-equilibrium geometry.

```
11
Properties=species:S:1:pos:R:3:forces:R:3
C 0.8247 -0.0126 0.3126 4.28 1.49 2.75
C -0.0210 -1.1283 -0.1057 -1.25 -1.55 -0.22
C -1.1260 -0.1195 -0.0615 -3.76 2.27 0.01
C -0.1926 1.1341 -0.0921 1.80 -1.68 -0.77
H 0.9461 -0.0077 1.4791 -0.05 0.02 -2.17
H -0.0229 -1.1877 -1.2011 0.63 -0.68 -0.12
H -0.0611 -2.1423 0.4315 0.06 1.73 -0.94
H 0.0435 1.6303 -1.0445 -0.27 -1.01 -0.41
H -0.2920 2.0269 0.5018 -0.40 -0.33 1.13
O -2.3423 -0.1217 -0.0304 1.83 -0.71 0.10
F 2.2436 -0.0714 -0.1896 -2.87 0.45 0.65
```
Forces are in eV/Å.

Summary:
ΔE to the lowest compared entry with this formula, charge and spin, kcal/mol: 23.41
HOMO-LUMO gap, eV: 10.81
Highest occupied orbital energy, eV: -10.09
Total charge: 0

Charges in e, computed with natural (NBO), in the same order as the atoms: C 0.212; C -0.560; C 0.604; C -0.563; H 0.184; H 0.259; H 0.258; H 0.250; H 0.249; O -0.498; F -0.394


- What is the total charge in the third record?
  +1